Entry i
Density functional theory data (the ωB97M-V functional and the def2-TZVPD basis) for a structure of composition C9H19ClCuN5O8S3.

The geometry in ORCA input format:
```
! RIJCOSX wB97M-V def2-TZVPD def2/J DEFGRID3
* xyz -1 2
C 1.784 -2.851 5.057
H 2.198 2.310 1.041
H -4.573 3.250 -1.913
H -1.400 1.058 -3.283
O 0.365 -1.505 0.274
H 1.528 -3.661 5.744
H 0.725 -1.110 -4.915
C 0.499 -0.946 -3.858
O 2.662 -0.983 0.463
H -1.105 -1.826 -1.499
S 2.431 0.187 3.993
C 0.663 -1.815 4.999
H 2.721 -2.410 5.406
N -2.072 1.008 -2.531
H -0.274 -2.276 4.686
H 3.493 1.994 2.101
H 0.667 0.101 -3.615
H -2.342 2.513 -1.105
H -4.608 1.509 -1.623
C -4.171 2.289 -2.246
Cu 0.120 0.540 0.263
H 1.962 -3.273 4.071
O 1.956 -2.770 -0.921
Cl 1.746 -2.073 0.305
H -1.027 -2.455 -3.751
O -0.071 2.494 0.085
N 2.498 1.993 1.969
H -1.637 -0.900 -4.247
O 1.812 -2.969 1.414
O 2.201 2.972 -0.596
O 0.889 1.122 -1.502
C -0.929 -1.383 -3.567
C -2.656 2.289 -2.122
N -1.391 -1.165 -2.206
H -2.207 3.047 -2.761
C -1.946 -0.047 -1.704
H -4.486 2.125 -3.280
C 0.935 -0.724 4.013
N 0.612 0.618 2.274
H 1.204 -1.521 -3.256
S 0.885 2.589 -1.099
H 0.489 -1.380 5.988
C 1.815 1.026 2.602
N 0.122 -0.376 3.085
O 0.370 3.429 -2.151
S -2.457 -0.044 -0.082
*
```

* frontier orbital gap (spin up / spin down): 8.08 / 7.91 eV
* lowest unoccupied orbital energy (spin up / spin down): 0.0898 / 0.0839 Ha
* ⟨S²⟩: 0.75

natural (NBO) population analysis, charges in e, atoms 1 to 2: atom 1 (C): -0.6060, atom 2 (H): 0.4565

Entry ii
Density functional theory data (the ωB97M-V functional and the def2-TZVPD basis) for a structure of composition C9H19ClCuN5O8S3.

The geometry in ORCA input format:
```
! RIJCOSX wB97M-V def2-TZVPD def2/J DEFGRID3
* xyz -1 2
C -0.283 0.698 1.903
O -1.962 -1.752 -1.454
H 1.684 -0.965 1.322
Cu -2.286 -0.348 -0.050
H 2.508 2.423 -1.341
H -0.102 -2.593 4.026
H 1.818 -0.313 3.295
H 4.012 -0.128 0.926
S -1.820 1.396 1.502
C 2.837 2.306 -2.372
H 2.506 3.188 -2.922
N -0.222 0.011 3.043
H -3.502 0.449 -2.603
H 0.852 -0.446 4.741
O -0.796 -1.475 0.540
S -0.667 -2.229 -0.800
C 3.216 0.572 1.189
H 0.643 -2.464 2.444
H -2.963 -0.745 -3.609
N -1.246 1.154 -1.929
H 3.927 2.275 -2.390
O -5.704 1.164 1.031
C 0.758 0.993 -2.876
O -0.653 -3.654 -0.583
C 2.250 1.039 -2.984
C -1.579 0.555 -3.029
C 1.864 -0.019 0.824
H 2.640 0.147 -2.484
C 0.769 -2.208 3.495
H 0.466 1.404 0.244
H 2.539 0.956 -4.034
C 0.878 -0.697 3.679
O -4.078 0.491 -0.556
O -6.069 -0.771 -0.268
O 0.492 -1.730 -1.529
H 3.294 0.792 2.256
O -4.379 -0.771 1.395
S -0.243 0.276 -4.089
N 0.745 0.892 1.079
H 3.393 1.503 0.650
H 1.813 -0.261 -0.239
Cl -5.100 0.017 0.429
H -1.131 -0.086 3.468
H 1.657 -2.705 3.891
N 0.097 1.425 -1.860
N -2.872 0.235 -3.371
*
```

* frontier orbital gap (spin up / spin down): 8.42 / 8.19 eV
* lowest unoccupied orbital energy (spin up / spin down): 0.0935 / 0.0833 Ha
* ⟨S²⟩: 0.75

natural (NBO) population analysis, charges in e, atoms 1 to 2: atom 1 (C): 0.4196, atom 2 (O): -1.0964

Of them, the most stable is entry i and the least stable is entry ii.

Entry i
Density functional theory data (the ωB97M-V functional and the def2-TZVPD basis) for a cluster of 2 separate species, C4H8S4 in total.

The geometry in ORCA input format:
```
! RIJCOSX wB97M-V def2-TZVPD def2/J DEFGRID3
* xyz 0 1
C 1.163 -2.013 -0.355
C -1.570 2.674 1.173
S 2.556 -1.299 -0.807
S -2.151 1.155 0.271
S 0.030 -1.274 0.848
C -0.888 2.476 -0.116
C 0.803 -3.469 -0.655
H 0.537 0.105 0.649
H 1.595 -3.851 -1.305
H 1.388 1.615 -1.232
H -0.217 -3.412 -1.118
H -2.320 3.421 1.133
H -1.260 2.924 -0.964
H 0.545 -3.853 0.351
S 0.942 2.210 -0.092
H -1.153 2.592 2.219
*
```

* frontier orbital gap: 8.41 eV
* lowest unoccupied orbital energy: 0.0023 Ha
* SMILES: S[C@@H]1CS1.CC(=S)S

natural (NBO) population analysis, charges in e, atoms 1 to 2: atom 1 (C): -0.2375, atom 2 (C): -0.4843

Entry ii
Density functional theory data (the ωB97M-V functional and the def2-TZVPD basis) for a cluster of 2 separate species, C4H8S4 in total.

The geometry in ORCA input format:
```
! RIJCOSX wB97M-V def2-TZVPD def2/J DEFGRID3
* xyz 0 1
H 2.144 1.731 -0.937
C -3.732 0.502 0.587
H 3.674 -2.304 -0.067
S -2.382 -1.889 -0.055
C 2.787 1.228 -0.215
S -3.326 0.782 -1.123
H -1.037 -1.995 -0.389
S 3.978 -1.200 -0.578
H -1.536 0.178 0.620
C -2.492 -0.107 0.165
C 2.519 -0.299 -0.364
H 3.950 1.290 -0.348
H -4.682 -0.023 0.773
H -3.552 1.338 1.249
H 2.689 1.544 0.798
S 0.998 -0.777 -0.117
*
```

* frontier orbital gap: 7.79 eV
* lowest unoccupied orbital energy: -0.0220 Ha
* SMILES: S[C@@H]1CS1.CC(=S)S

natural (NBO) population analysis, charges in e, atoms 1 to 2: atom 1 (H): 0.2464, atom 2 (C): -0.5077

Of them, the most stable is entry ii and the least stable is entry i.

Entry i
Density functional theory data (the ωB97M-V functional and the def2-TZVPD basis) for a cluster of 2 separate species, CH6N2O in total.

The geometry in ORCA input format:
```
! RIJCOSX wB97M-V def2-TZVPD def2/J DEFGRID3
* xyz 0 1
C 1.005 0.279 0.575
H -1.214 0.605 -1.933
H -1.215 -0.746 -0.764
H -0.810 0.427 1.532
O 1.625 -0.416 -0.210
H 0.121 -0.508 2.067
H 1.317 1.296 0.825
N -0.125 -0.207 1.162
H 0.071 -0.513 -1.811
N -0.774 -0.218 -1.445
*
```

* frontier orbital gap: 9.62 eV
* lowest unoccupied orbital energy: 0.0317 Ha
* SMILES: NC=O.N

natural (NBO) population analysis, charges in e, atoms 1 to 2: atom 1 (C): 0.5600, atom 2 (H): 0.3726

Entry ii
Density functional theory data (the ωB97M-V functional and the def2-TZVPD basis) for a cluster of 2 separate species, CH6N2O in total.

The geometry in ORCA input format:
```
! RIJCOSX wB97M-V def2-TZVPD def2/J DEFGRID3
* xyz 0 1
O 2.405 -2.390 0.367
H 1.501 -2.364 0.706
N -1.711 1.713 0.313
N 0.039 0.300 -0.221
H 0.289 -0.277 -1.016
H -2.418 2.319 -0.051
C -1.092 0.820 -0.498
H -1.183 2.047 1.096
H 2.286 -2.039 -0.518
H -1.565 0.703 -1.439
*
```

* frontier orbital gap: 10.36 eV
* lowest unoccupied orbital energy: 0.0294 Ha
* SMILES: [H]/N=C/N.O

natural (NBO) population analysis, charges in e, atoms 1 to 2: atom 1 (O): -0.9304, atom 2 (H): 0.4701

Of them, the most stable is entry ii and the least stable is entry i.

Entry i
Density functional theory data (the ωB97M-V functional and the def2-TZVPD basis) for the ion C8H8N3O with charge +1.

The geometry in ORCA input format:
```
! RIJCOSX wB97M-V def2-TZVPD def2/J DEFGRID3
* xyz 1 1
H -0.231 -2.840 0.487
C 2.211 -1.127 0.051
N -1.377 0.980 0.108
C 3.118 -0.136 -0.033
C 2.700 1.169 -0.117
C -2.029 -0.150 0.088
H 1.033 2.512 -0.425
C 0.878 -0.820 0.170
H 3.489 1.890 -0.208
H 4.075 -0.495 -0.135
C -0.245 -1.700 0.418
H 2.487 -2.182 -0.002
N -1.490 -1.342 0.162
N 0.559 0.455 0.220
H -3.570 0.920 -0.726
H -4.015 0.213 0.696
C -3.463 0.011 -0.234
H -3.943 -0.984 -0.619
O -1.556 2.152 0.091
C 1.368 1.475 0.007
*
```

* frontier orbital gap: 7.95 eV
* lowest unoccupied orbital energy: -0.2013 Ha
* SMILES: CC(N=O)=[N+]=Cc1ccccn1

natural (NBO) population analysis, charges in e, atoms 1 to 2: atom 1 (H): 0.2495, atom 2 (C): -0.1580

Entry ii
Density functional theory data (the ωB97M-V functional and the def2-TZVPD basis) for the ion C8H8N3O with charge +1.

The geometry in ORCA input format:
```
! RIJCOSX wB97M-V def2-TZVPD def2/J DEFGRID3
* xyz 1 1
H -2.007 -0.743 -2.062
H -4.035 0.464 -1.298
H -1.618 -0.023 2.080
H -0.160 -2.044 -0.401
H -0.064 -1.508 1.391
N -1.373 -0.523 0.138
C -2.005 -0.410 -1.032
C 3.254 0.569 -0.091
C -0.110 -1.181 0.287
H 2.819 2.642 0.144
H 4.208 0.200 -0.139
C -3.207 0.141 -0.703
C 0.985 1.168 -0.009
C -2.170 -0.055 1.141
C 2.429 1.673 0.041
H 0.162 1.779 0.372
C 1.007 -0.228 0.025
N -3.312 0.350 0.623
O 2.797 -1.702 -0.387
N 2.401 -0.568 -0.120
*
```

* frontier orbital gap (spin up / spin down): 3.80 / 3.77 eV
* lowest unoccupied orbital energy (spin up / spin down): -0.3092 / -0.3090 Ha
* SMILES: O=[N+]1C=CC=C1Cn1ccnc1

natural (NBO) population analysis, charges in e, atoms 1 to 2: atom 1 (H): 0.2626, atom 2 (H): 0.2255

Of them, the most stable is entry i and the least stable is entry ii.

Entry i
Density functional theory data (the ωB97M-V functional and the def2-TZVPD basis) for the molecule C6H4O4.

The geometry in ORCA input format:
```
! RIJCOSX wB97M-V def2-TZVPD def2/J DEFGRID3
* xyz 0 1
C 2.374 0.087 0.013
O 0.406 -0.939 -0.164
H -3.639 -1.137 -0.404
H 1.871 -2.227 -0.717
C -1.149 0.906 0.019
C 1.354 1.111 0.423
H 1.704 2.247 0.294
O -1.917 -1.056 1.217
C 0.182 0.407 0.122
C 1.720 -1.156 -0.274
O -1.435 2.012 -0.025
C -2.009 -0.230 0.222
H 3.540 0.323 0.034
O -3.000 -0.348 -0.759
*
```

* frontier orbital gap: 8.82 eV
* lowest unoccupied orbital energy: -0.0185 Ha
* SMILES: O=C(O)C(=O)c1ccco1

natural (NBO) population analysis, charges in e, atoms 1 to 2: atom 1 (C): -0.3215, atom 2 (O): -0.3953

Entry ii
Density functional theory data (the ωB97M-V functional and the def2-TZVPD basis) for the molecule C6H4O4.

The geometry in ORCA input format:
```
! RIJCOSX wB97M-V def2-TZVPD def2/J DEFGRID3
* xyz 0 1
O 1.325 1.169 -0.111
H 3.104 -1.641 0.263
C 2.484 0.480 0.051
H 0.151 -1.875 -0.196
C -2.298 -0.140 -0.105
O -2.467 -1.116 -0.917
C -1.172 0.812 -0.347
C 2.175 -0.899 0.149
C 0.238 0.164 -0.127
C 0.725 -0.947 -0.099
O -1.380 1.922 -0.494
H -3.143 0.801 1.353
H 3.317 1.202 -0.288
O -3.057 0.066 0.867
*
```

* frontier orbital gap: 9.48 eV
* lowest unoccupied orbital energy: 0.0020 Ha
* SMILES: O=C(O)C(=O)c1ccco1

natural (NBO) population analysis, charges in e, atoms 1 to 2: atom 1 (O): -0.4353, atom 2 (H): 0.2533

Of them, the most stable is entry i and the least stable is entry ii.

Entry i
Density functional theory data (the ωB97M-V functional and the def2-TZVPD basis) for the ion C10H19N2O2 with charge +1.

The geometry in ORCA input format:
```
! RIJCOSX wB97M-V def2-TZVPD def2/J DEFGRID3
* xyz 1 1
H -1.436 0.552 1.869
C 2.655 -0.277 -1.347
H 0.986 -0.478 -2.662
H 2.104 1.472 2.126
H -2.887 -0.135 1.060
H 2.061 -2.628 0.976
H -1.812 2.186 0.299
H -2.412 -1.262 -1.212
H 1.191 2.975 1.995
H -2.517 1.328 -1.086
H 2.840 -1.330 -1.567
N 1.475 0.206 -1.959
H 3.682 0.232 -1.524
C 2.603 -0.413 0.225
H 1.287 1.119 -2.256
H -1.006 1.968 -1.163
C -1.144 0.081 -0.093
C 0.881 1.631 0.470
C 1.238 1.932 1.863
H -1.219 -0.411 -2.177
C -1.852 -0.265 1.225
C -1.698 1.484 -0.469
C 1.187 -2.150 0.520
H 0.419 -2.655 1.078
C 0.300 0.233 0.228
H -0.789 -1.734 -1.114
H -1.502 -1.183 1.677
H 1.179 -2.586 -0.439
H 0.575 1.350 2.594
O 1.054 2.364 -0.456
C -1.421 -0.942 -1.232
O 3.424 -0.366 1.104
N 1.221 -0.700 0.554
*
```

* frontier orbital gap: 9.25 eV
* lowest unoccupied orbital energy: -0.1718 Ha
* SMILES: CC(=O)/C(=[N+](/C)C(=O)CN)C(C)(C)C

natural (NBO) population analysis, charges in e, atoms 1 to 2: atom 1 (H): 0.2027, atom 2 (C): -0.3474

Entry ii
Density functional theory data (the ωB97M-V functional and the def2-TZVPD basis) for a cluster of 2 separate species, C10H19N2O2 in total.

The geometry in ORCA input format:
```
! RIJCOSX wB97M-V def2-TZVPD def2/J DEFGRID3
* xyz 1 1
H 4.590 1.788 -0.306
H -0.474 3.119 0.307
H -2.789 -0.313 -2.106
C -1.190 -2.312 -0.883
H -0.964 -0.925 2.373
C -0.308 0.074 -0.344
N 3.743 -0.368 0.238
H -2.747 1.341 -1.609
C -2.399 -0.082 0.092
O 5.081 -0.148 0.588
H -2.280 2.013 0.475
N 3.567 1.751 -0.313
H 3.127 2.613 -0.509
O 0.038 2.361 0.131
C 2.938 0.611 -0.139
H -2.193 1.221 1.880
H 3.508 -1.417 0.281
H -0.426 -3.096 -0.718
C -0.436 1.145 0.666
H -1.609 -2.432 1.858
H -2.138 -2.683 -0.721
C -1.870 1.110 0.888
H 0.200 0.981 1.635
C -2.313 0.387 -1.396
H 5.285 -0.822 1.369
C -0.825 -1.728 1.668
C -0.750 0.527 -1.698
H -0.530 -0.188 -2.445
H -1.245 -1.935 -1.891
H -3.151 -0.637 0.586
H -0.564 1.507 -1.900
H 0.172 -2.282 1.761
C -1.048 -1.180 0.183
*
```

* frontier orbital gap: 6.63 eV
* lowest unoccupied orbital energy: -0.1860 Ha

natural (NBO) population analysis, charges in e, atoms 1 to 2: atom 1 (H): 0.3989, atom 2 (H): 0.4880

Of them, the most stable is entry i and the least stable is entry ii.